This record from the Open Molecules 2025 dataset describes a 10-piece molecular cluster, C25H71F3N5O14S overall in a non-equilibrium geometry. The level of theory is ωB97M-V with the def2-TZVPD basis set.

CARTESIAN COORDINATES (ANGSTROEM)
H  -0.620  -0.926  3.952
H  1.071  5.160  2.084
H  1.911  -2.156  -3.982
H  -1.817  1.822  6.044
H  1.104  -2.049  -2.489
C  -3.223  -0.048  4.518
C  5.472  0.912  1.562
C  -0.906  4.918  -0.739
C  -4.234  0.295  -1.523
H  -0.437  -4.474  1.735
C  -0.103  -0.298  -4.078
C  5.708  2.047  0.673
H  -2.147  -4.900  -0.829
H  -1.140  5.629  -1.498
C  -1.150  -5.026  1.107
H  6.436  0.580  1.962
H  0.068  3.848  1.588
H  -3.935  0.243  -2.606
H  3.094  -4.126  -2.301
H  1.604  4.105  -0.689
O  -1.279  0.262  -4.669
C  4.705  -2.510  -3.573
H  4.910  -1.440  -3.863
H  -0.691  -5.977  0.883
O  3.727  -4.148  -0.248
H  4.868  1.243  2.405
H  3.473  3.473  1.688
H  -1.753  4.774  -0.094
H  6.463  1.720  -0.059
H  6.274  -1.595  -1.534
H  -3.797  0.856  4.864
O  3.152  3.525  2.611
H  -0.926  1.549  4.668
C  2.599  -3.464  0.277
H  -0.612  -3.938  -0.760
H  -2.362  1.765  -0.761
H  -1.636  -2.454  -2.925
H  -3.379  3.256  -0.577
H  3.682  -2.636  -3.954
F  -0.453  1.222  1.909
H  5.832  -2.636  -0.445
N  5.954  -2.551  -1.434
H  0.787  0.133  -4.544
O  0.646  1.931  -0.588
H  -4.659  -2.382  -1.608
C  -0.974  -1.180  4.964
H  -2.283  2.013  -4.696
H  3.877  1.802  -0.050
H  -3.046  2.653  -2.161
S  1.189  0.645  -0.126
H  -5.230  -1.853  -3.187
H  -2.132  -2.630  6.832
H  4.670  -4.776  -1.891
N  1.043  -2.306  -3.461
H  -2.207  -0.429  6.416
O  -2.388  -5.243  1.809
H  -6.656  1.198  -1.432
H  4.033  -0.182  0.981
F  0.157  -0.877  1.780
C  -1.324  1.619  -4.313
H  2.460  -3.885  1.264
H  2.802  -2.406  0.401
C  -0.160  0.235  1.057
H  -3.772  -0.953  4.559
H  0.268  -1.972  -5.287
H  0.170  6.520  0.260
H  5.454  -3.134  -4.052
H  -0.810  4.303  3.738
C  0.268  5.411  0.153
H  -1.288  -3.614  -4.149
C  3.970  -3.943  -1.670
H  -5.840  -0.629  -0.368
O  2.326  0.695  0.783
H  6.150  2.868  1.259
N  -6.710  0.281  -1.845
C  -0.071  -1.808  -4.262
H  -2.128  4.097  2.705
O  -1.556  -2.478  4.837
H  -0.706  3.977  -1.236
H  -2.261  -4.099  5.724
H  -2.143  -2.171  -4.638
N  1.621  5.058  -0.297
O  1.980  3.210  -3.160
H  -0.552  2.130  -4.909
C  -1.548  4.883  3.189
N  -1.253  1.152  5.538
H  2.768  2.675  2.790
O  -0.908  5.625  2.197
H  -0.046  -0.105  -3.005
H  -6.672  0.383  -2.888
H  -0.720  -3.497  6.407
C  -5.477  -1.828  -2.117
H  -2.922  -4.454  1.611
H  1.458  2.797  -2.476
C  -1.471  -4.268  -0.181
H  -3.453  -0.286  -0.985
H  3.933  -1.887  -1.724
O  -4.466  1.615  -1.176
O  4.499  2.500  0.079
O  -2.184  -2.997  0.213
C  0.127  4.940  1.573
C  -3.229  2.338  -1.141
O  1.159  -0.488  -1.027
H  1.863  5.636  -1.114
H  -0.120  -1.190  5.637
H  -6.391  -2.406  -1.959
H  -2.172  5.572  3.783
C  4.633  -2.656  -2.076
H  2.863  2.864  -2.981
C  -1.672  -3.213  6.037
C  -1.322  -2.554  -3.994
F  -1.340  -0.188  0.444
C  -5.567  -0.509  -1.409
H  -2.907  0.128  3.487
H  -1.567  -2.240  0.110
C  -1.949  -0.109  5.404
O  4.973  -0.186  0.864
H  1.744  -3.626  -0.359
H  -1.144  1.898  -3.239

Results
LUMO: 2.5 eV
net charge: -1
2S+1: 1
orbital gap: 9.391 eV
highest occupied orbital energy: -6.922 eV
calculated total energy: -3020.02744 Ha
molecular weight: 754.93 g mol⁻¹

Here are the Mulliken charges for atoms 1 to 8, given in e: H -0.55; H 0.38; H -0.02; H 0.27; H 0.13; C -0.98; C -0.43; C -1.10

This record from the Open Molecules 2025 dataset describes C6H8DyO6 as an isolated structure in a non-equilibrium geometry. The level of theory is ωB97M-V with the def2-TZVPD basis set.

CARTESIAN COORDINATES (ANGSTROEM)
O  2.236  -0.288  -0.315
O  -2.293  1.818  -0.419
H  -2.897  0.196  -1.142
O  -0.156  2.487  -0.333
H  -3.012  0.963  2.086
C  3.619  -0.301  -0.053
O  4.205  -1.331  0.173
H  -2.046  -0.488  1.782
C  -1.149  1.988  0.190
O  4.020  0.908  -0.105
H  -0.497  -2.176  -0.957
C  0.178  -1.319  -0.962
C  1.472  -1.502  -0.262
H  1.329  -1.784  0.790
H  0.181  -0.758  -1.900
C  -2.312  0.496  1.386
C  -2.769  0.482  -0.088
H  2.076  -2.294  -0.736
Dy  2.338  2.193  -0.408
H  -3.418  -0.582  -0.024
O  -1.106  1.292  1.297

Results
LUMO (spin up / spin down): -11.4 / -12.0 eV
net charge: +2
2S+1: 7
orbital gap (spin up / spin down): 4.747 / 4.762 eV
highest occupied orbital energy (spin up / spin down): -16.110 / -16.765 eV
calculated total energy: -1569.04422 Ha
molecular weight: 338.62 g mol⁻¹

Here are the Mulliken charges for atoms 1 to 8, given in e: O -0.24; O -0.31; H 0.39; O -0.48; H 0.32; C 0.85; O -0.47; H 0.32

This record from the Open Molecules 2025 dataset describes a 5-piece molecular cluster, C32H75ClFN5O6PS2 overall in a non-equilibrium geometry. The level of theory is ωB97M-V with the def2-TZVPD basis set.

CARTESIAN COORDINATES (ANGSTROEM)
H  -4.223  1.064  -3.201
O  -1.918  5.082  3.195
N  0.551  -8.430  -2.375
C  -0.197  5.882  4.721
N  0.936  5.254  3.992
H  6.721  4.518  4.614
H  3.930  -10.945  -2.800
H  -3.671  -0.217  -1.439
C  -0.902  4.711  2.254
H  5.295  6.101  1.478
H  1.638  0.102  0.363
H  5.255  6.977  -0.121
H  -4.037  2.762  -2.642
C  -1.673  1.718  -1.461
H  1.956  -8.505  0.025
C  6.028  3.039  3.130
H  -1.997  0.574  0.299
C  3.543  -10.240  -3.541
H  -3.336  2.166  1.378
H  -7.196  -0.319  -3.229
H  6.121  2.115  3.786
N  -8.447  -1.790  -4.020
H  -7.666  -2.435  -4.117
H  0.439  3.248  3.207
H  2.768  3.746  -0.019
H  -0.618  5.260  5.564
H  -9.352  0.470  -2.673
C  3.239  0.226  1.973
C  -8.924  0.434  -6.919
H  -9.865  0.184  -6.426
H  3.094  0.260  3.089
H  4.543  8.129  3.466
H  5.352  5.170  3.603
C  1.097  -9.580  -1.644
H  1.237  -5.987  -0.931
H  -8.771  1.583  -3.913
C  3.649  4.407  -0.305
H  4.049  -10.423  -4.491
H  3.754  6.584  2.909
H  3.655  4.393  -1.438
H  -9.967  0.339  -4.308
H  2.841  -9.970  -0.407
H  2.595  5.839  1.147
H  1.661  -2.625  -0.313
H  -6.892  0.949  -5.413
H  -6.274  -0.693  -5.379
H  -1.427  -4.520  0.977
C  -2.566  1.297  -0.297
O  4.170  7.901  1.354
H  -0.311  -8.716  -2.836
H  4.707  0.776  0.395
H  1.257  4.409  2.073
H  -3.517  3.046  0.052
H  -1.011  6.939  2.949
H  7.039  3.143  2.628
H  -8.979  -1.924  -4.879
O  0.336  -4.129  -0.672
H  -0.660  1.929  -1.104
C  -4.660  1.866  -2.600
C  1.419  -3.615  0.078
H  -0.593  -7.228  0.312
C  0.573  -6.203  1.761
H  1.109  0.782  1.965
H  2.869  6.445  -0.522
H  3.766  -9.213  -3.245
H  5.444  0.346  1.995
C  4.673  3.866  5.266
H  0.645  -5.231  2.251
O  -7.909  -0.477  -6.530
C  -0.364  -6.186  0.555
H  0.464  -11.154  -2.957
C  4.593  0.910  1.512
H  5.173  2.835  -0.489
H  5.877  4.305  0.280
H  5.183  3.784  6.274
H  2.310  -4.246  0.000
S  1.329  3.232  5.855
H  4.154  2.884  5.066
C  5.734  4.255  4.132
H  -1.602  0.925  -2.210
H  -2.026  2.625  -1.954
H  -2.195  6.893  4.329
H  1.185  -8.235  -3.149
C  1.945  0.792  1.202
H  1.128  -3.491  1.123
H  -0.390  -5.790  -1.552
C  2.293  -9.118  -0.816
H  -1.282  3.761  1.739
C  -9.069  0.548  -3.725
C  4.621  6.661  0.767
H  -9.080  0.326  -7.994
N  -2.836  2.469  0.545
N  -1.616  -5.520  0.936
H  -4.318  0.142  0.152
H  -5.632  2.126  -3.024
F  3.248  3.187  2.622
C  -7.197  -0.104  -5.359
H  2.747  8.088  2.903
C  1.414  -10.755  -2.588
C  -7.929  -0.417  -4.038
H  0.208  -6.907  2.513
H  0.199  6.830  5.202
Cl  3.367  -1.541  1.445
H  2.078  1.858  0.870
H  -8.647  1.471  -6.711
C  4.949  3.674  0.245
H  -2.280  -5.609  0.170
S  3.461  5.273  5.397
O  -4.860  1.476  -1.252
C  -3.868  0.601  -0.735
P  4.664  2.765  1.886
H  -0.767  5.472  1.418
C  3.798  7.696  2.744
C  -1.404  6.306  3.796
H  1.579  -6.518  1.472
O  2.150  -10.398  -3.750
C  0.493  4.333  2.915
C  1.777  4.596  4.982
C  0.257  -5.552  -0.703
H  1.909  -11.577  -2.057
H  2.990  -8.506  -1.391
C  3.352  5.838  0.308
H  0.335  -9.928  -0.939

Results
LUMO: -3.7 eV
net charge: +1
2S+1: 1
orbital gap: 6.598 eV
highest occupied orbital energy: -10.270 eV
calculated total energy: -3686.80616 Ha
molecular weight: 775.54 g mol⁻¹

Here are the Mulliken charges for atoms 1 to 8, given in e: H 0.30; O -0.41; N -0.46; C -0.59; N 0.51; H 0.51; H 0.29; H 0.42

This record from the Open Molecules 2025 dataset describes C20H62O11 as an isolated structure in a non-equilibrium geometry. The level of theory is ωB97M-V with the def2-TZVPD basis set.

CARTESIAN COORDINATES (ANGSTROEM)
H  -2.001  0.725  2.225
C  -0.028  1.970  -2.240
H  -3.076  -0.687  -0.657
H  -2.920  -1.243  1.145
H  1.403  -0.744  0.332
H  -0.911  -2.866  -1.743
O  -1.239  4.433  -0.593
H  0.204  -4.466  -3.014
C  -0.767  -0.807  0.167
H  2.567  -0.009  3.474
O  -4.245  -0.951  2.719
H  -1.460  2.832  2.333
H  -1.956  -1.081  -2.244
H  1.157  2.530  1.369
H  0.761  -0.571  -2.423
H  2.082  1.255  -2.146
H  1.985  -2.622  -0.652
H  1.084  -5.086  -1.528
H  1.205  -1.976  0.784
H  0.752  -0.995  3.106
C  2.742  1.113  1.993
C  2.517  -1.116  -1.692
H  2.529  0.275  1.329
H  1.053  -2.817  4.672
H  -1.008  -0.679  1.222
O  -4.646  0.397  0.084
O  1.159  -2.571  -1.463
H  -0.873  -0.568  2.753
O  1.690  -2.578  3.994
H  -2.154  1.447  0.312
C  -2.914  -1.221  2.235
H  2.453  3.286  2.229
H  -0.511  1.180  3.160
O  2.192  0.848  3.258
H  1.214  1.803  -0.072
C  3.457  0.040  -1.589
H  -2.138  -0.070  3.827
O  1.692  2.476  -0.562
H  -0.306  4.588  -0.428
H  -2.481  -2.187  2.496
H  1.305  -0.381  -4.400
H  1.673  -2.984  -2.160
C  -3.598  0.259  -0.801
O  0.350  -0.292  -4.345
H  -1.486  0.566  -2.805
H  -1.555  -0.327  -0.414
C  -1.903  -0.213  2.772
H  -4.048  0.217  -1.793
H  -1.438  2.135  0.792
H  -0.805  -1.872  -0.066
C  1.830  -1.943  1.676
C  -2.680  1.462  -0.642
H  -0.658  -5.299  -1.706
H  -0.123  1.714  -3.296
O  2.675  -1.959  -0.575
H  -4.839  -1.538  2.245
C  0.179  -4.640  -1.938
H  0.771  -0.299  -1.163
H  2.598  -2.715  1.612
H  1.957  2.893  -2.545
C  2.235  2.480  1.528
H  -1.861  -0.832  -3.863
H  -0.022  -2.500  2.736
C  -1.098  3.024  1.323
H  2.804  -1.702  -2.564
H  -0.019  2.879  1.384
H  4.436  -0.416  -1.741
H  0.200  -2.047  -3.227
C  -1.722  4.271  0.716
C  -1.359  -0.506  -2.952
C  1.504  2.145  -1.894
H  1.494  -0.759  -1.813
C  0.955  -2.045  2.897
H  -1.972  1.379  -1.466
H  2.383  -1.015  1.533
H  -0.549  2.919  -2.112
O  0.033  1.141  2.374
C  0.572  -0.184  -0.097
H  3.826  1.137  2.103
H  -0.241  -3.345  -0.221
H  -0.422  1.165  -1.620
H  -2.808  4.253  0.625
H  -5.260  -0.329  -0.051
H  0.918  0.979  2.702
H  3.255  0.771  -2.371
O  0.531  1.139  0.191
C  -0.020  -3.298  -1.288
H  3.394  0.604  -0.659
C  0.061  -0.968  -3.159
H  -1.476  5.123  1.350
H  -3.274  2.372  -0.726
H  2.794  2.805  0.650
H  0.237  1.289  1.093

Results
LUMO: 0.1 eV
net charge: 0
2S+1: 1
orbital gap: 8.200 eV
highest occupied orbital energy: -8.060 eV
calculated total energy: -1625.91251 Ha
molecular weight: 478.70 g mol⁻¹
energy relative to the best compared isomer or geometry (same formula, charge and spin): 2087.8 kJ/mol

Here are the Mulliken charges for atoms 1 to 8, given in e: H 0.16; C 0.53; H 0.54; H -0.17; H -1.72; H 0.02; O -0.55; H 0.35